Record 1
# C5H8

One molecule with the formula C5H8 (wB97M-V/def2-TZVPD, the OMol25 dataset).

The frontier orbital gap comes out at 9.52 eV. Its SMILES is C=C/C=C\C. The calculation puts the HOMO energy at -8.57 eV. The value obtained for the total energy is -195.20635 hartree. The energy above the lowest of the compared OMol25 structures with the same formula, charge and spin is 53.8 kcal/mol.

```
13
Properties=species:S:1:pos:R:3:forces:R:3:nbo_charge:R:1
C 0.937504 -1.886058 1.298097 -0.6 1.5 -1.6 -0.370
C 0.666104 -0.652411 0.741101 -0.1 -2.9 -0.4 -0.224
C 0.044424 -0.577962 -0.607654 -1.2 -0.4 -0.4 -0.234
C -0.702074 0.443886 -1.095422 1.1 0.3 1.2 -0.186
C -0.720872 1.821342 -0.432383 0.8 1.9 -0.1 -0.665
H 0.689897 -2.849325 0.802738 0.2 1.0 0.0 0.194
H 1.430455 -2.018660 2.232337 0.1 0.3 0.7 0.196
H 0.822854 0.277145 1.251832 0.3 0.0 0.5 0.203
H 0.051850 -1.523155 -1.206309 0.1 0.8 0.6 0.208
H -1.184972 0.352141 -2.052483 -0.2 -0.2 -0.2 0.203
H 0.312430 1.771924 0.326721 -3.5 1.1 -2.1 0.216
H -0.564869 2.685636 -1.387700 -0.3 -2.4 3.1 0.222
H -1.782731 2.155496 0.129125 3.1 -1.1 -1.3 0.237
```
Positions in Å, forces in eV/Å.

---

Record 2
# C5H8

One molecule with the formula C5H8 (wB97M-V/def2-TZVPD, the OMol25 dataset).

The frontier orbital gap comes out at 9.91 eV. Its SMILES is CC1=C[C@@H]1C. The calculation puts the HOMO energy at -8.77 eV. The value obtained for the total energy is -195.19505 hartree. The energy above the lowest of the compared OMol25 structures with the same formula, charge and spin is 60.9 kcal/mol.

```
13
Properties=species:S:1:pos:R:3:forces:R:3:nbo_charge:R:1
C 2.012749 -0.064767 0.396640 0.8 2.4 -0.5 -0.657
C 0.777142 0.612006 -0.044176 -1.8 -0.5 -0.9 0.059
C -0.070469 1.567745 -0.322687 1.4 0.4 0.0 -0.218
C -0.622699 0.235352 -0.605842 -0.8 -1.3 -0.9 -0.233
C -1.728189 -0.477681 0.213295 2.5 2.8 2.7 -0.619
H 2.939727 0.605761 0.372210 -1.2 -1.1 -0.2 0.225
H 2.086923 -0.979780 -0.116331 0.7 -0.9 -1.2 0.232
H 1.891235 -0.404274 1.379166 -0.2 -0.2 1.8 0.235
H -0.084243 2.644018 -0.488945 -0.5 -0.3 0.2 0.217
H -0.880626 -0.118833 -1.683486 1.4 0.9 1.2 0.158
H -1.387278 -0.588449 1.309231 -0.5 -0.2 -1.6 0.191
H -1.911133 -1.382257 -0.246391 -0.8 -2.0 -0.6 0.204
H -2.550004 0.207742 0.253109 -1.0 0.0 -0.1 0.207
```
Positions in Å, forces in eV/Å.

---

Record 3
# C5H8

One molecule with the formula C5H8 (wB97M-V/def2-TZVPD, the OMol25 dataset).

The frontier orbital gap comes out at 7.87 eV. The calculation puts the HOMO energy at -7.83 eV. The value obtained for the total energy is -195.11408 hartree. The energy above the lowest of the compared OMol25 structures with the same formula, charge and spin is 111.7 kcal/mol.

```
13
Properties=species:S:1:pos:R:3:forces:R:3:nbo_charge:R:1
C -1.477834 -0.042888 -0.697569 0.0 0.0 -0.1 -0.597
C -0.743191 0.617569 0.478018 0.0 0.1 0.0 -0.445
C 0.426701 -0.187131 0.960505 0.0 -0.1 0.0 -0.143
C 1.581349 -0.351347 0.219931 0.2 0.2 -0.3 -0.410
C 2.355447 -0.171363 -0.830896 -0.3 -0.1 0.3 -0.221
H -0.788240 -0.204899 -1.533485 -0.1 0.0 0.1 0.220
H -1.895803 -1.013301 -0.406400 0.1 0.2 0.0 0.205
H -2.299750 0.591579 -1.044939 0.1 -0.1 0.1 0.213
H -0.364799 1.598227 0.159661 -0.1 -0.1 0.0 0.218
H -1.436485 0.768695 1.313240 0.1 0.0 -0.1 0.213
H 0.305256 -0.793577 1.855196 0.0 0.1 -0.1 0.208
H 1.256125 -1.458446 0.388949 0.2 -0.1 -0.1 0.359
H 3.081218 0.646879 -0.862211 -0.2 -0.1 0.1 0.180
```
Positions in Å, forces in eV/Å.

---

Record 4
# C5H8

One molecule with the formula C5H8 (wB97M-V/def2-TZVPD, the OMol25 dataset).

The frontier orbital gap comes out at 9.61 eV. Its SMILES is C=C/C=C\C. The calculation puts the HOMO energy at -8.70 eV. The value obtained for the total energy is -195.20374 hartree. The energy above the lowest of the compared OMol25 structures with the same formula, charge and spin is 55.4 kcal/mol.

```
13
Properties=species:S:1:pos:R:3:forces:R:3:nbo_charge:R:1
C -2.357400 -0.056025 -0.101122 2.1 0.1 0.7 -0.383
C -0.991908 -0.225521 0.098396 -3.2 -1.4 0.0 -0.249
C -0.065676 0.920003 -0.035561 -1.5 1.8 1.1 -0.252
C 1.242997 0.826573 0.034903 0.5 -2.8 -0.2 -0.171
C 1.748431 -0.613260 -0.078423 1.0 -0.8 -3.5 -0.648
H -2.855054 0.946903 -0.352337 0.8 -1.8 0.3 0.207
H -2.922408 -0.970788 0.129932 -0.4 0.9 -0.4 0.201
H -0.766021 -1.365700 0.491949 0.1 3.4 -1.1 0.225
H -0.542181 1.950521 0.043686 0.4 -1.5 -0.2 0.209
H 1.950876 1.580061 0.283464 0.2 0.8 -0.3 0.212
H 0.917054 -1.262855 -0.708610 2.6 1.7 1.4 0.221
H 2.853733 -0.651684 -0.702231 -3.2 -0.1 2.0 0.215
H 1.787563 -1.078225 0.895954 0.6 -0.3 0.2 0.214
```
Positions in Å, forces in eV/Å.

---

Record 5
# C5H8

One molecule with the formula C5H8 (wB97M-V/def2-TZVPD, the OMol25 dataset).

The frontier orbital gap comes out at 10.45 eV. Its SMILES is CC#CCC. The calculation puts the HOMO energy at -9.37 eV. The value obtained for the total energy is -195.25164 hartree. The energy above the lowest of the compared OMol25 structures with the same formula, charge and spin is 25.3 kcal/mol.

```
13
Properties=species:S:1:pos:R:3:forces:R:3:nbo_charge:R:1
C -1.846025 0.113122 -1.933877 0.0 0.1 -0.1 -0.680
C -1.138981 0.147695 -0.650119 0.3 0.0 0.5 -0.009
C -0.496330 0.159196 0.371507 -0.2 -0.1 -0.5 -0.028
C 0.446705 0.015891 1.491206 0.0 0.0 0.0 -0.465
C 1.872528 -0.157142 0.943100 0.0 0.0 0.0 -0.589
H -2.291431 -0.870068 -2.119161 0.1 0.2 0.1 0.232
H -2.638452 0.865734 -1.991307 0.1 -0.1 0.1 0.232
H -1.134302 0.317213 -2.741109 -0.1 0.0 0.1 0.232
H 0.400881 0.870783 2.177745 -0.1 -0.1 -0.2 0.223
H 0.151654 -0.862545 2.078216 0.1 0.1 -0.1 0.224
H 1.870574 -0.921629 0.162133 0.1 0.0 0.1 0.211
H 2.582534 -0.454666 1.722444 -0.2 0.1 -0.1 0.207
H 2.220646 0.776419 0.489222 0.0 -0.1 0.1 0.209
```
Positions in Å, forces in eV/Å.

---

Record 6
# C5H8BF6IN4O6S2Ti

C5H8BF6IN4O6S2Ti as an isolated structure (wB97M-V/def2-TZVPD, the OMol25 dataset).

The frontier orbital gap (alpha / beta) comes out at 7.57 / 7.80 eV. Its spin multiplicity is 2. The calculation puts the HOMO energy (alpha / beta) at -5.18 / -5.41 eV. Its net charge is -1. The value obtained for the total energy is -3433.49424 hartree. The energy above the lowest of the compared OMol25 structures with the same formula, charge and spin is 0.0 kcal/mol.

```
34
Properties=species:S:1:pos:R:3:forces:R:3:nbo_charge:R:1
Ti 5.311798 7.378089 6.268453 2.1 0.9 -0.3 1.457
F 10.155110 8.521469 8.356436 -1.2 0.8 0.5 -0.304
C 9.094290 9.118701 8.959703 0.5 -0.1 -0.9 0.789
F 9.375118 9.221975 10.270381 -0.7 -0.3 -1.2 -0.297
F 8.901729 10.361317 8.454749 0.3 -1.1 0.4 -0.313
S 7.505474 8.064778 8.585113 0.8 -2.6 0.0 2.187
O 7.124497 8.104426 7.129247 1.7 0.3 2.5 -0.904
O 7.842763 6.743822 9.184810 -0.8 3.1 -1.6 -0.880
N 6.455211 8.840234 9.424126 -0.1 1.0 0.4 -1.216
S 5.135932 9.520877 8.905639 -2.0 -2.3 0.1 2.217
O 4.211336 9.638220 9.996083 0.8 0.9 -0.3 -0.889
O 4.526548 8.722097 7.799360 1.2 1.7 0.6 -0.924
C 5.445879 11.315292 8.305338 1.0 0.7 -1.4 0.767
F 5.765199 11.322917 6.968574 -0.5 -0.3 1.6 -0.312
F 6.447879 11.997991 8.924720 -1.1 -1.3 -0.2 -0.308
F 4.314215 11.978098 8.484273 0.3 -0.3 -0.1 -0.290
N 5.372832 5.661301 7.860610 0.3 -1.6 -0.7 -0.656
N 4.571546 4.656879 7.236431 0.0 0.9 -1.0 -0.503
C 3.792919 5.083206 6.149756 -2.4 0.1 -0.1 0.889
O 2.920057 4.309930 5.766920 1.4 1.3 -0.1 -0.624
O 3.924065 6.394753 5.719915 -1.5 -4.1 0.6 -0.721
H 6.299156 5.237059 8.012634 -0.3 0.5 -0.1 0.409
H 4.954073 5.813574 8.739221 -0.3 0.6 1.5 0.368
H 4.078897 3.965338 7.802003 0.5 0.4 -0.2 0.396
B 8.616714 4.086932 5.450512 0.4 -1.0 -0.8 -0.617
C 7.482433 5.116000 5.469995 -0.8 2.6 0.0 0.416
N 6.788451 6.059811 5.424960 0.4 -1.5 0.1 -0.621
H 9.560835 4.370086 6.128001 0.0 0.4 0.4 0.012
H 8.202198 2.988451 5.698075 -0.2 -0.3 0.2 0.006
H 8.939715 4.111203 4.278483 0.1 -0.1 -0.1 0.027
I 4.670179 8.431855 2.737838 0.2 -0.2 -0.5 0.030
C 4.760877 8.794223 4.806727 0.4 0.9 0.5 -1.014
H 3.739666 9.075995 5.044260 -0.2 0.2 0.1 0.210
H 5.380117 9.700653 4.948035 -0.2 -0.2 -0.2 0.210
```
Positions in Å, forces in eV/Å.

---

Record 7
# C5H8Br2ClNO2PS

An isolated ion of composition C5H8Br2ClNO2PS and charge +1 (wB97M-V/def2-TZVPD, the OMol25 dataset).

The frontier orbital gap comes out at 7.50 eV. Its SMILES is O=C(Br)C[C@@]1(Br)OC[N@@H+](Cl)[C@H]1[PH2]=S. The calculation puts the HOMO energy at -12.73 eV. Its net charge is +1. The value obtained for the total energy is -6747.91932 hartree.

```
21
Properties=species:S:1:pos:R:3:forces:R:3:nbo_charge:R:1
O -2.288162 2.332937 -1.625868 -0.7 0.9 -0.9 -0.439
C -1.847872 1.518079 -0.921232 0.8 0.4 0.4 0.513
Br -2.769613 -0.208640 -0.897607 0.5 -0.1 0.4 -0.017
C -0.568211 1.887075 -0.125210 -0.2 -1.4 0.2 -0.600
C 0.089172 0.783524 0.740421 1.9 1.0 1.3 0.295
Br 1.604895 1.849776 1.586845 -0.1 0.3 -0.1 0.017
O -0.568277 0.283931 1.899310 1.3 -1.3 -1.3 -0.478
C -0.515874 -1.130946 1.770780 -4.5 -0.2 -0.5 0.031
N 0.565156 -1.674151 0.800808 -2.1 1.4 1.4 -0.393
Cl -0.327044 -2.882033 -0.089038 1.0 -0.6 -0.1 0.295
C 0.925635 -0.403718 0.086218 1.3 1.1 0.2 -0.462
P 1.186258 -0.432897 -1.780232 0.7 -1.3 -1.1 0.793
S 2.239015 -1.966199 -2.312359 -0.3 0.1 0.3 -0.477
H 0.192164 2.228046 -0.868933 -0.6 -0.3 0.5 0.281
H -0.794600 2.781499 0.494674 0.0 -0.7 -0.3 0.310
H -0.712461 -1.746483 2.677824 1.3 0.8 -0.2 0.262
H -1.445430 -1.336238 1.184569 0.8 -0.1 0.4 0.223
H 1.253723 -2.048935 1.469735 0.5 -0.3 -1.2 0.477
H 1.972607 -0.246959 0.444859 -0.8 -0.1 -0.6 0.308
H -0.093107 -0.339457 -2.389922 0.2 0.3 0.5 0.013
H 1.902026 0.751791 -2.145640 -0.8 0.0 0.8 0.046
```
Positions in Å, forces in eV/Å.

---

Record 8
# C5H8Br2N

A 2-piece molecular cluster, C5H8Br2N overall (wB97M-V/def2-TZVPD, the OMol25 dataset).

The frontier orbital gap (alpha / beta) comes out at 8.00 / 6.70 eV. The calculation puts the HOMO energy (alpha / beta) at -13.06 / -12.62 eV. Its net charge is +1. The value obtained for the total energy is -5397.71410 hartree.

```
16
Properties=species:S:1:pos:R:3:forces:R:3:nbo_charge:R:1
C 1.155323 -1.227205 0.328005 -0.8 0.5 -1.6 -0.090
C 0.631734 -0.806066 -0.880358 1.3 -0.4 1.2 0.001
C 1.309604 -0.120758 1.265123 -1.4 2.5 -3.3 -0.443
C 0.425260 1.022402 0.486138 0.7 -0.8 2.0 -0.260
C -2.249866 -0.004379 -0.813659 0.6 0.3 2.4 -0.365
N 0.170068 0.449333 -0.800608 -0.5 1.7 -2.9 -0.449
Br -1.970403 -1.564153 0.211191 -0.9 1.2 -0.9 0.258
Br -2.787267 1.609089 0.041313 0.1 -1.2 -0.6 0.202
H 1.540102 -2.172898 0.544727 0.4 -1.4 0.0 0.243
H 0.585454 -1.217959 -1.860383 0.0 -1.0 -0.2 0.245
H 1.156003 -0.243293 2.275928 -1.1 -0.4 2.1 0.254
H 2.298473 0.212017 1.204606 2.0 0.5 -0.2 0.253
H -0.486519 1.054774 0.993950 -1.9 -0.4 1.0 0.224
H 0.618735 2.084125 0.582266 1.2 0.0 -0.8 0.259
H -2.482409 -0.066736 -1.849787 -0.1 -0.3 -0.6 0.216
H 0.085701 0.991710 -1.728457 0.2 -0.8 2.4 0.456
```
Positions in Å, forces in eV/Å.

---

Number 3 is which compound?
C5H8